Entry 1:
Entry from the OMol25 dataset: C29H46BrMnNOP2 as an isolated structure at a distorted geometry (ωB97M-V/def2-TZVPD).

Geometry (Å):
C (-4.1596, 0.1343, 1.1502)
C (-3.1773, -0.8837, 1.0379)
C (-3.4520, -2.0461, 0.2727)
C (-4.7455, -2.1914, -0.2272)
N (-5.6924, -1.2545, -0.0638)
C (-5.4185, -0.1281, 0.6089)
C (-1.9572, -0.7329, 1.6346)
C (-0.8390, -0.5348, 2.1670)
C (-0.0574, -0.7814, 3.3476)
C (1.3024, -0.4149, 3.3306)
C (2.1176, -0.7241, 4.4186)
C (1.5242, -1.3516, 5.5100)
C (0.1705, -1.7030, 5.5845)
C (-0.6282, -1.4066, 4.4806)
Mn (0.6821, 0.4674, 0.7681)
P (-0.9499, 0.9114, -1.5770)
H (-2.6959, -2.8182, 0.1333)
H (-3.9535, 1.0523, 1.6930)
H (-5.0212, -3.1195, -0.7417)
H (-6.2305, 0.5909, 0.7677)
H (-1.6819, -1.6440, 4.4507)
H (1.7396, 0.1312, 2.4642)
H (-0.2446, -2.1929, 6.4630)
H (3.1818, -0.4876, 4.4269)
C (0.0193, 1.7260, -2.9696)
C (-0.4652, 1.6527, -4.4183)
H (1.0175, 1.2607, -2.9153)
H (0.1472, 2.7803, -2.6815)
H (0.2676, 2.1522, -5.0708)
H (-0.5539, 0.6212, -4.7825)
H (-1.4225, 2.1669, -4.5757)
C (-1.7847, -0.5341, -2.4410)
C (-3.0680, -0.3392, -3.2546)
H (-2.0017, -1.2369, -1.6205)
H (-1.0272, -1.0226, -3.0761)
H (-3.3731, -1.2971, -3.7032)
H (-3.9134, -0.0134, -2.6347)
H (-2.9490, 0.3641, -4.0893)
C (-2.3581, 2.0905, -1.2587)
C (-2.9616, 2.9201, -2.3933)
H (-1.9737, 2.7766, -0.4873)
H (-3.1490, 1.5009, -0.7709)
H (-3.7689, 3.5546, -1.9967)
H (-2.2331, 3.5981, -2.8551)
H (-3.4158, 2.3050, -3.1810)
Br (2.6707, -1.7792, 6.9881)
P (1.7680, -1.4263, -0.4072)
C (1.6959, -1.8027, -2.1840)
C (2.9552, -2.4002, -2.7963)
H (1.4447, -0.8649, -2.7049)
H (0.8373, -2.4756, -2.3307)
H (2.8028, -2.5404, -3.8712)
H (3.8209, -1.7426, -2.6811)
H (3.2117, -3.3807, -2.3822)
C (3.4680, -0.8137, -0.0034)
C (4.5189, -1.8607, 0.3286)
H (3.3786, -0.1271, 0.8605)
H (3.7919, -0.1911, -0.8519)
H (5.4628, -1.3587, 0.5810)
H (4.2351, -2.4562, 1.2046)
H (4.7284, -2.5445, -0.5028)
C (1.4235, -2.9520, 0.5548)
C (1.8991, -4.2667, -0.0547)
H (0.3274, -2.9760, 0.6846)
H (1.8522, -2.8133, 1.5607)
H (1.5970, -5.0927, 0.6012)
H (1.4490, -4.4541, -1.0365)
H (2.9905, -4.3193, -0.1565)
C (1.0131, 4.3883, 2.1958)
C (1.7797, 4.5809, 0.8774)
C (1.5359, 3.3383, 0.0437)
O (1.0325, 2.3547, 1.0069)
C (0.8552, 2.8989, 2.3692)
H (1.5304, 4.8007, 3.0544)
H (0.0250, 4.8372, 2.1430)
H (2.8511, 4.6560, 1.0817)
H (1.4730, 5.4735, 0.3425)
H (0.7610, 3.4861, -0.7219)
H (2.4385, 2.9218, -0.4248)
H (1.6541, 2.4534, 2.9810)
H (-0.1249, 2.5500, 2.7258)

Cartesian forces (eV/Å) of the 2 atoms listed first:
C -0.02 -0.93 0.07
C -2.04 -0.01 -1.71

Results
charge = +2
calculated total energy = -5669.7573 Ha
strongest force on any atom = 0.0825 Eh/bohr
<S²> = 8.76
spin multiplicity = 6



Entry 2:
Entry from the OMol25 dataset: C29H46BrN3P2STi as an isolated structure at a distorted geometry (ωB97M-V/def2-TZVPD).

Geometry (Å):
C (1.2071, 0.6018, -7.5551)
C (1.7581, 1.2322, -6.4309)
C (2.6029, 2.3450, -6.6607)
C (2.8325, 2.7669, -7.9779)
N (2.2657, 2.1660, -9.0189)
C (1.4901, 1.1023, -8.8328)
C (1.4995, 0.7346, -5.1002)
C (1.8713, 0.4129, -3.9762)
C (2.1121, 0.1906, -2.6506)
C (1.1737, 0.8814, -1.8822)
C (0.5573, 0.0265, -0.9570)
C (1.2955, -1.1731, -0.5209)
C (2.4545, -1.6270, -1.1250)
C (2.8816, -0.9071, -2.2338)
Ti (-0.3257, -0.9143, 0.4873)
P (-2.0247, 0.7752, 1.2345)
H (3.0721, 2.8768, -5.8347)
H (0.5648, -0.2681, -7.4460)
H (3.4857, 3.6204, -8.1862)
H (1.0648, 0.6320, -9.7201)
H (3.7197, -1.2095, -2.8537)
H (0.6909, 1.7989, -2.2279)
H (2.9654, -2.5254, -0.7893)
H (-0.6044, 0.2241, -0.8251)
C (-2.2237, 0.4217, 3.0350)
C (-2.5757, 1.5987, 3.9497)
H (-1.2822, -0.0413, 3.3774)
H (-2.9941, -0.3648, 3.1196)
H (-2.7519, 1.2125, 4.9635)
H (-1.7561, 2.3276, 4.0202)
H (-3.4916, 2.1180, 3.6332)
C (-1.7726, 2.5744, 0.9928)
C (-1.7755, 2.9882, -0.4792)
H (-0.8231, 2.8499, 1.4747)
H (-2.5625, 3.1132, 1.5405)
H (-1.5319, 4.0556, -0.5574)
H (-1.0430, 2.4452, -1.0906)
H (-2.7616, 2.8402, -0.9355)
C (-3.7166, 0.5151, 0.5696)
C (-4.8171, 1.4206, 1.1325)
H (-3.9609, -0.5401, 0.7674)
H (-3.6604, 0.6078, -0.5251)
H (-5.7375, 1.2607, 0.5566)
H (-5.0447, 1.1798, 2.1801)
H (-4.5769, 2.4906, 1.0682)
Br (0.9820, -2.9349, 1.5185)
P (2.9080, 1.2144, 2.1353)
C (1.2812, 1.9807, 2.4265)
C (1.3191, 2.8940, 3.6586)
H (0.5588, 1.1546, 2.5605)
H (1.0279, 2.5455, 1.5151)
H (0.3845, 3.4609, 3.7601)
H (1.4549, 2.3110, 4.5790)
H (2.1457, 3.6142, 3.5959)
C (2.8279, -0.5156, 2.6763)
C (4.1377, -1.0386, 3.2626)
H (2.5063, -1.1028, 1.8003)
H (2.0187, -0.5737, 3.4182)
H (3.9911, -2.0638, 3.6149)
H (4.9488, -1.0420, 2.5269)
H (4.4495, -0.4218, 4.1108)
C (3.2573, 1.2783, 0.3547)
C (4.1170, 2.4667, -0.0958)
H (2.2844, 1.3181, -0.1370)
H (3.7062, 0.3189, 0.0676)
H (4.3358, 2.3730, -1.1673)
H (3.5947, 3.4190, 0.0598)
H (5.0626, 2.4842, 0.4576)
S (-1.8926, -2.2715, -0.5178)
C (-2.3282, -3.6243, 0.5566)
N (-1.6346, -4.7606, 0.5055)
C (-1.8486, -5.8709, 1.4354)
C (-3.3038, -5.8967, 1.8560)
C (-3.7818, -4.5444, 2.3309)
N (-3.3763, -3.5116, 1.3791)
H (-0.7243, -4.6785, 0.0588)
H (-1.1863, -5.7669, 2.3074)
H (-1.5719, -6.7868, 0.9062)
H (-3.4421, -6.6378, 2.6455)
H (-3.9113, -6.2085, 1.0004)
H (-3.3720, -4.3092, 3.3202)
H (-4.8713, -4.5180, 2.4006)
H (-3.8061, -2.5916, 1.4064)

Cartesian forces (eV/Å) of the 2 atoms listed first:
C 0.01 0.11 -0.16
C -0.34 0.23 -1.14

Results
charge = +2
calculated total energy = -5800.5785 Ha
strongest force on any atom = 0.1260 Eh/bohr
<S²> = 2.01
spin multiplicity = 3



Entry 3:
Entry from the OMol25 dataset: C29H46InN4O4S2SbTe as an isolated structure at a distorted geometry (ωB97M-V/def2-TZVPD).

Geometry (Å):
In (0.4836, -0.1031, 0.2623)
O (-0.2458, 3.9405, -2.5513)
C (-0.3945, 2.7736, -1.9609)
O (0.3190, 2.3741, -1.0606)
C (-1.5266, 1.9749, -2.5070)
C (-2.4030, 2.5043, -3.4563)
C (-3.4284, 1.6944, -3.9167)
C (-3.5174, 0.3890, -3.4549)
C (-2.5802, -0.0496, -2.5174)
N (-1.6251, 0.7411, -2.0375)
C (-2.5231, -1.4391, -1.9639)
O (-3.3482, -2.3619, -2.4119)
O (-1.7048, -1.7114, -1.1131)
H (0.4992, 4.4663, -2.2033)
H (-2.2857, 3.5143, -3.8121)
H (-4.1425, 2.0712, -4.6309)
H (-4.3070, -0.2541, -3.8160)
H (-3.9662, -2.0921, -3.1072)
C (3.6521, -2.6508, 3.9072)
S (2.0998, -3.3848, 3.3193)
C (1.8391, -2.5229, 1.8427)
S (2.7038, -1.0796, 1.4716)
N (1.0024, -3.0764, 1.0031)
N (0.8354, -2.4398, -0.1356)
C (0.7639, -3.0005, -1.2759)
C (0.8241, -2.1554, -2.4489)
C (0.8642, -2.7356, -3.7205)
C (1.0671, -1.9261, -4.8217)
C (1.2287, -0.5612, -4.6211)
C (1.1620, -0.0699, -3.3246)
N (0.9593, -0.8348, -2.2666)
H (3.9254, -3.2064, 4.7970)
H (4.4133, -2.7689, 3.1426)
H (3.5119, -1.6028, 4.1421)
H (0.7796, -4.0826, -1.3916)
H (0.7586, -3.8040, -3.8212)
H (1.0955, -2.3501, -5.8134)
H (1.4067, 0.1029, -5.4508)
H (1.2988, 0.9859, -3.1320)
C (-2.4602, -1.5689, 3.6055)
Te (-1.8541, -1.7165, 1.5335)
C (-3.4641, -0.4162, 0.9491)
H (-3.4975, -1.8914, 3.6556)
H (-2.3832, -0.5601, 4.0020)
H (-1.8512, -2.2446, 4.1997)
H (-3.8146, 0.1441, 1.8090)
H (-4.2777, -1.0229, 0.5622)
H (-3.1289, 0.2690, 0.1772)
C (1.4257, 3.1623, 5.1472)
C (1.0928, 1.9985, 4.2354)
C (-0.2105, 1.3284, 4.6306)
C (2.2085, 0.9763, 4.2636)
Sb (0.8521, 2.6206, 2.0089)
C (2.8161, 3.6013, 1.3097)
C (3.6727, 2.4477, 0.8329)
C (2.5335, 4.5481, 0.1618)
C (3.4422, 4.3420, 2.4735)
C (-0.9678, 4.0393, 1.9993)
C (-1.0174, 4.8507, 3.2770)
C (-2.1684, 3.1203, 1.8565)
C (-0.8893, 4.9825, 0.8176)
H (1.4715, 2.7876, 6.1706)
H (0.6787, 3.9479, 5.1222)
H (2.3947, 3.5924, 4.9132)
H (-0.1077, 0.9096, 5.6315)
H (-0.4403, 0.5075, 3.9478)
H (-1.0446, 2.0263, 4.6555)
H (2.3425, 0.6206, 5.2848)
H (3.1566, 1.3994, 3.9392)
H (1.9654, 0.1236, 3.6319)
H (3.2000, 1.9302, -0.0052)
H (3.8513, 1.7220, 1.6227)
H (4.6405, 2.8188, 0.4977)
H (1.9240, 4.0613, -0.5954)
H (3.4784, 4.8319, -0.3034)
H (2.0469, 5.4604, 0.5000)
H (3.8394, 3.6553, 3.2154)
H (2.7363, 5.0223, 2.9491)
H (4.2703, 4.9465, 2.1054)
H (-1.1864, 4.2345, 4.1554)
H (-1.8435, 5.5604, 3.2113)
H (-0.1032, 5.4258, 3.4109)
H (-2.2644, 2.4436, 2.7048)
H (-2.0897, 2.5265, 0.9425)
H (-3.0825, 3.7122, 1.7970)
H (-0.0613, 5.6780, 0.9204)
H (-1.8096, 5.5644, 0.7695)
H (-0.7975, 4.4415, -0.1171)

Cartesian forces (eV/Å) of the 2 atoms listed first:
In 0.74 -0.51 0.40
O -0.09 0.41 -0.32

Results
charge = +2
calculated total energy = -3146.8613 Ha
strongest force on any atom = 0.0393 Eh/bohr



Entry 4:
Entry from the OMol25 dataset: C29H46P2ReSe as an isolated structure at a distorted geometry (ωB97M-V/def2-TZVPD).

Geometry (Å):
Re (0.7517, -1.2657, -0.0163)
C (-0.3597, -2.6358, 1.2253)
C (0.9182, -3.1685, 0.8771)
C (1.2233, -1.1639, 2.0433)
C (-0.1684, -1.3671, 1.8817)
C (1.8908, -2.3120, 1.5140)
C (-1.6304, -3.4391, 1.3360)
H (-1.4212, -4.5165, 1.2487)
H (-2.3902, -3.1779, 0.5916)
H (-2.0898, -3.2836, 2.3324)
C (-1.2665, -0.5304, 2.5137)
H (-2.1933, -1.1113, 2.7016)
H (-1.5110, 0.3271, 1.8610)
H (-0.9283, -0.1049, 3.4803)
C (1.7853, 0.0116, 2.7882)
H (1.3313, 0.0706, 3.7811)
H (1.5267, 0.9300, 2.2604)
H (2.8676, -0.0497, 2.9004)
C (3.3425, -2.5917, 1.6640)
H (3.6697, -2.4981, 2.7131)
H (3.9659, -1.8813, 1.1108)
H (3.6008, -3.6075, 1.3391)
C (1.1521, -4.3838, -0.0056)
H (1.6835, -5.1548, 0.5779)
H (1.7594, -4.1049, -0.8899)
H (0.1718, -4.7617, -0.3624)
C (-0.9086, 1.3660, -2.7792)
C (-1.7470, 0.2131, -2.8762)
C (-1.2245, -0.8604, -3.8936)
C (0.2318, -1.3032, -3.6967)
C (0.9489, -0.7985, -2.4306)
C (1.8322, 0.3350, -2.6617)
C (1.4743, 1.5874, -3.3857)
C (0.0075, 1.7351, -3.8748)
H (-1.3570, -0.3569, -4.8601)
H (0.8280, -1.0743, -4.5897)
H (-1.8905, -1.7440, -3.9082)
H (-0.1537, 1.2462, -4.8547)
H (-1.2193, 2.1815, -2.1190)
H (-2.8066, 0.4467, -3.1173)
H (-0.1427, 2.7992, -4.1184)
H (1.6253, 2.4580, -2.7398)
H (2.8851, 0.0618, -2.8268)
H (2.1887, 1.7276, -4.2141)
H (0.2340, -2.3908, -3.6750)
H (1.5687, -1.6735, -2.0543)
P (-2.5013, -0.5184, -1.2932)
C (-3.5408, 0.7718, -0.5108)
C (-2.8512, -2.2771, -1.6945)
P (2.8394, 0.3417, -0.3367)
C (-0.9185, -0.2884, -0.4402)
C (4.3419, -0.5164, -0.8233)
C (3.0865, 2.1309, -0.6853)
H (-2.9342, 1.5554, -0.0251)
H (-4.2909, 0.5080, 0.2557)
H (-4.1185, 1.2785, -1.3100)
H (-1.9710, -2.9194, -1.7225)
H (-3.2742, -2.2874, -2.7179)
H (-3.6066, -2.8118, -1.1067)
H (3.0057, 2.1377, -1.7876)
H (4.0736, 2.5734, -0.4266)
H (2.2811, 2.7394, -0.2151)
H (-0.9175, 0.7889, -0.2280)
H (-0.0937, -0.3400, -1.4802)
H (5.2444, -0.3187, -0.2045)
H (4.5772, -0.2344, -1.8653)
H (4.1500, -1.6071, -0.8027)
Se (-0.3799, 3.1454, 1.2465)
C (-1.2654, 3.6660, 2.7721)
C (-2.3330, 4.5984, 2.6868)
C (-2.9719, 5.0174, 3.8364)
C (-2.5680, 4.5534, 5.0857)
C (-1.5387, 3.6160, 5.2058)
C (-0.8687, 3.1706, 4.0634)
H (-2.5979, 4.9647, 1.6946)
H (-3.7934, 5.7285, 3.7679)
H (-3.0523, 4.9196, 5.9693)
H (-1.2533, 3.2604, 6.1930)
H (-0.0158, 2.4676, 4.1072)

Cartesian forces (eV/Å) of the 2 atoms listed first:
Re 1.15 3.01 -5.68
C -0.92 -0.59 1.17

Results
charge = +2
calculated total energy = -4294.1113 Ha
strongest force on any atom = 0.1270 Eh/bohr
<S²> = 3.84
spin multiplicity = 4



Entry 5:
Entry from the OMol25 dataset: C29H47BrCuN2OP2 as an isolated structure at a distorted geometry (ωB97M-V/def2-TZVPD).

Geometry (Å):
C (-3.3205, -8.6480, -1.0494)
C (-2.3609, -7.8252, -1.6707)
C (-1.8631, -8.2066, -2.9596)
C (-2.2724, -9.4401, -3.4854)
N (-3.1397, -10.2266, -2.8340)
C (-3.6641, -9.8650, -1.6554)
C (-1.8953, -6.7146, -0.9362)
C (-1.3623, -5.5837, -1.1686)
C (-0.8258, -4.2552, -1.2817)
C (-1.6727, -3.1402, -1.4419)
C (-1.0548, -1.8725, -1.4336)
C (0.3380, -1.7556, -1.1368)
C (1.1858, -2.8845, -1.1946)
C (0.6025, -4.1432, -1.3103)
Cu (-1.0214, -5.2409, 0.5937)
P (-1.6179, 0.9992, -2.1553)
H (-1.1452, -7.5868, -3.5316)
H (-3.7719, -8.3716, -0.0810)
H (-1.8767, -9.7940, -4.4552)
H (-4.3724, -10.5401, -1.1494)
H (1.1312, -5.1196, -1.2987)
H (-2.7392, -3.4017, -1.2460)
H (2.2791, -2.8388, -1.0528)
H (-1.5237, -0.8286, -1.3871)
C (-0.8771, 2.6673, -1.9745)
C (-0.7951, 3.5219, -3.2451)
H (0.1293, 2.5102, -1.5466)
H (-1.4807, 3.1744, -1.2006)
H (-0.5138, 4.5409, -2.9472)
H (-0.0098, 3.1650, -3.9293)
H (-1.7522, 3.5859, -3.7835)
C (-1.3595, 0.4523, -3.8625)
C (-2.4691, -0.3644, -4.5028)
H (-0.4074, -0.0977, -3.9092)
H (-1.1950, 1.3753, -4.4235)
H (-2.1164, -0.7867, -5.4486)
H (-2.8069, -1.1944, -3.8840)
H (-3.3300, 0.2636, -4.7424)
C (-3.3975, 1.1336, -1.8057)
C (-4.0580, 2.2506, -2.6012)
H (-3.4982, 1.2996, -0.7171)
H (-3.8893, 0.1682, -2.0178)
H (-5.1336, 2.2280, -2.3975)
H (-3.6843, 3.2397, -2.3089)
H (-3.9274, 2.1080, -3.6817)
Br (1.0509, -0.1518, -0.6193)
P (2.9861, -1.1882, -3.3030)
C (2.1741, -0.0428, -4.4577)
C (2.8965, 0.8023, -5.5405)
H (1.5834, 0.6036, -3.7882)
H (1.4194, -0.6318, -5.0050)
H (2.1763, 1.2314, -6.2632)
H (3.4858, 1.6343, -5.1456)
H (3.5711, 0.1674, -6.1247)
C (4.2613, -0.5566, -2.1819)
C (5.7499, -0.9018, -2.3895)
H (3.9296, -0.9345, -1.1991)
H (4.1636, 0.5381, -2.1160)
H (6.3590, -0.4434, -1.5995)
H (5.9414, -1.9789, -2.3640)
H (6.1195, -0.5048, -3.3379)
C (2.9276, -2.9235, -3.7802)
C (3.5876, -3.3999, -5.1012)
H (1.8606, -3.2101, -3.8303)
H (3.3358, -3.5073, -2.9443)
H (3.5683, -4.5067, -5.1472)
H (3.0324, -3.0120, -5.9675)
H (4.6345, -3.0622, -5.1734)
C (-1.9424, 0.6339, 4.7622)
N (-1.0802, -0.0239, 3.7958)
C (0.0269, -0.8238, 4.2648)
C (-1.3920, -0.0902, 2.4679)
C (-2.3105, 0.9752, 1.9226)
O (-0.8823, -0.9314, 1.7316)
H (-1.6028, 0.3760, 5.7668)
H (-2.9924, 0.3127, 4.6425)
H (-1.9177, 1.7256, 4.6453)
H (-0.0635, -1.8516, 3.9079)
H (0.9721, -0.4189, 3.8766)
H (0.0273, -0.7793, 5.3543)
H (-1.8578, 1.4001, 1.0155)
H (-3.2648, 0.5261, 1.6222)
H (-2.5198, 1.7903, 2.6183)

Cartesian forces (eV/Å) of the 2 atoms listed first:
C 0.14 -0.38 -0.03
C -1.09 -2.67 -0.29

Results
charge = +2
calculated total energy = -6214.3987 Ha
strongest force on any atom = 0.1009 Eh/bohr
<S²> = 0.75
spin multiplicity = 2